Entry A
The following is a DFT calculation (wB97M-V/def2-TZVPD) of a cluster of 2 separate species, C5H14NO2 in total.

Results
- LUMO energy (spin up / spin down) (eV) = 0.3 / 0.3

```
! wB97M-V def2-TZVPD RIJCOSX def2/J DEFGRID3
* xyz 0 2
C -0.909 0.095 2.169
C -0.127 0.086 0.857
C -1.125 -0.029 -0.298
C -0.515 -0.386 -1.680
C -0.041 0.798 -2.510
O 0.399 1.907 -1.913
N 0.572 1.402 0.680
H -0.318 0.206 3.090
H -1.128 -0.951 2.310
H -1.795 0.729 2.191
H 0.620 -0.697 0.963
H -1.723 0.878 -0.331
H -1.783 -0.867 -0.062
H -1.150 -0.945 -2.337
H 0.305 -1.057 -1.407
H 0.215 0.614 -3.547
H 1.569 1.419 0.909
H 0.013 2.069 1.165
H 0.537 1.670 -0.501
H 1.644 -2.617 0.639
H 2.757 -2.355 -0.404
O 1.984 -1.968 0.018
*
```

---

Entry B
The following is a DFT calculation (wB97M-V/def2-TZVPD) of a cluster of 2 separate species, C5H14NO2 in total.

Results
- LUMO energy (spin up / spin down) (eV) = 0.9 / -2.2

```
! wB97M-V def2-TZVPD RIJCOSX def2/J DEFGRID3
* xyz 0 2
C -1.741 1.094 2.232
N -1.142 0.072 1.426
C -0.465 0.511 0.195
C 0.944 -0.090 0.279
C 1.915 0.499 -0.783
O 2.361 -0.414 -1.725
C -1.192 -0.013 -1.077
H -2.526 1.734 1.813
H -0.951 1.763 2.586
H -2.076 0.681 3.179
H -1.715 -0.716 1.172
H -0.482 1.599 0.172
H 1.273 0.103 1.303
H 0.864 -1.175 0.245
H 1.374 1.278 -1.312
H 2.807 0.871 -0.266
H -0.468 -0.393 -1.795
H -1.786 0.782 -1.528
H -1.869 -0.807 -0.757
H 1.550 -1.714 -1.563
H 1.997 -2.992 -2.207
O 1.326 -2.673 -1.589
*
```

---

The data favor entry A; the next most stable structure lies 0.233 eV above it.

---

Entry A
The following is a DFT calculation (wB97M-V/def2-TZVPD) of a cluster of 3 separate species, C5H14NO2 in total.

Results
- LUMO energy (spin up / spin down) (eV) = 0.4 / 0.4

```
! wB97M-V def2-TZVPD RIJCOSX def2/J DEFGRID3
* xyz 0 2
C 2.625 1.110 0.566
C 2.261 0.111 -0.525
C 0.984 -0.655 -0.411
C 0.965 -2.010 -0.323
C -0.542 1.237 0.141
N -0.257 0.039 -0.403
H 2.276 0.897 1.592
H 3.728 1.112 0.564
H 2.141 2.067 0.338
H 2.376 0.748 -1.463
H 3.044 -0.632 -0.709
H 1.940 -2.460 -0.223
H 0.055 -2.588 -0.241
H -1.500 1.731 0.075
H 0.167 1.667 0.877
H -1.042 -0.316 -0.950
H -3.944 1.372 0.468
H -3.775 1.298 1.922
O -3.263 1.523 1.135
H -3.356 -2.043 -1.293
H -2.360 -2.449 -0.232
O -2.522 -1.760 -0.904
*
```

---

Entry B
The following is a DFT calculation (wB97M-V/def2-TZVPD) of a cluster of 3 separate species, C5H14NO2 in total.

Results
- LUMO energy (spin up / spin down) (eV) = 0.5 / 0.4

```
! wB97M-V def2-TZVPD RIJCOSX def2/J DEFGRID3
* xyz 0 2
C -2.155 2.163 -1.189
C -0.861 2.514 -0.471
C 0.038 1.652 0.381
C 0.655 0.592 0.065
N 1.750 0.053 0.890
C 1.596 -0.716 2.006
H -2.119 1.768 -2.279
H -3.086 2.737 -1.136
H -2.670 1.231 -0.575
H -1.252 3.448 0.096
H -0.049 2.726 -1.324
H 0.141 2.379 1.264
H 0.478 -0.057 -0.849
H 2.577 0.171 0.453
H 0.386 -1.025 2.176
H 2.313 -1.257 2.609
H 1.325 -4.123 0.833
H 0.040 -3.322 0.817
O 0.808 -3.594 1.349
H -0.328 -2.988 -2.055
H 0.191 -1.746 -1.687
O 0.221 -2.606 -1.375
*
```

---

The data favor entry A; the next most stable structure lies 2.714 eV above it.

---

Entry A
The following is a DFT calculation (wB97M-V/def2-TZVPD) of a structure of composition C13H4Br4ClO4Re.

Results
- LUMO energy (spin up / spin down) (eV) = -5.2 / -7.8

```
! wB97M-V def2-TZVPD RIJCOSX def2/J DEFGRID3
* xyz 1 2
Re -0.516 -0.051 0.013
Br -4.296 -4.922 -2.156
C -3.462 -3.281 -1.791
C -3.590 -2.211 -2.859
Br -4.567 -2.682 -4.391
C -3.128 -0.919 -2.846
Br -3.436 0.374 -4.125
C -2.340 -0.486 -1.651
O -1.503 0.600 -1.516
C -2.168 -1.922 -0.216
O -1.229 -1.682 0.763
C -2.854 -3.205 -0.563
Br -2.850 -4.505 0.746
Cl -6.844 1.531 2.359
C -5.162 1.395 2.019
C -4.249 2.183 2.697
C -2.909 2.045 2.397
C -2.482 1.140 1.440
O -1.092 1.131 1.263
C -3.390 0.321 0.729
C -3.171 -0.730 -0.349
O -1.430 -1.605 -1.434
C -4.736 0.489 1.061
H -4.581 2.890 3.444
H -2.161 2.640 2.902
H -4.157 -1.103 -0.604
H -5.487 -0.105 0.557
*
```

---

Entry B
The following is a DFT calculation (wB97M-V/def2-TZVPD) of a structure of composition C13H4Br4ClO4Re.

Results
- LUMO energy (spin up / spin down) (eV) = -6.6 / -6.0

```
! wB97M-V def2-TZVPD RIJCOSX def2/J DEFGRID3
* xyz 1 2
Re 0.000 -2.409 -1.368
Br -1.587 3.732 -2.974
C -0.756 2.152 -2.392
C 0.755 2.151 -2.391
Br 1.587 3.732 -2.972
C 1.621 1.161 -1.977
Br 3.457 1.276 -1.879
C 1.020 -0.120 -1.499
O 1.621 -1.345 -1.347
C -1.020 -0.119 -1.499
O -1.622 -1.345 -1.346
C -1.621 1.162 -1.977
Br -3.457 1.277 -1.879
Cl 0.000 0.981 4.681
C 0.000 -0.161 3.393
C 0.000 -1.519 3.666
C 0.000 -2.403 2.607
C 0.000 -1.952 1.298
O 0.001 -2.986 0.356
C 0.000 -0.570 0.986
C 0.000 0.165 -0.347
O 0.000 -0.396 -2.506
C 0.000 0.294 2.086
H 0.000 -1.874 4.687
H 0.001 -3.471 2.775
H 0.000 1.223 -0.105
H 0.000 1.364 1.922
*
```

---

The data favor entry B; the next most stable structure lies 1.473 eV above it.